Computed, not measured: a cluster of 28 separate species, C5H64F4O29P in total, with ωB97M-V/def2-TZVPD.

```
103
Properties=species:S:1:pos:R:3:forces:R:3:lowdin_charge:R:1
O -0.0481 0.9557 1.1015 0.1 0.0 0.6 0.08
C 0.8894 0.2671 0.7995 -0.7 1.0 -0.9 -0.59
F 1.2581 -0.6770 1.7259 0.2 -0.4 -0.2 0.02
C 1.6581 0.3592 -0.4466 -0.8 -0.9 0.9 -0.26
P 3.4792 1.1211 0.0092 0.7 -0.5 0.3 0.43
C 3.3760 2.5603 -1.2757 -0.1 0.6 0.0 -0.28
C 3.5538 3.9941 -0.7320 0.6 -0.3 -0.1 -0.34
O 4.1778 4.0955 0.5362 -0.1 0.4 0.1 -0.04
C 2.2471 4.7542 -0.6844 0.1 -0.5 -0.5 -0.57
F 1.2621 4.1280 -0.0524 0.1 0.2 0.2 0.18
F 2.3809 5.9986 -0.1515 -0.1 0.0 0.1 0.11
F 1.8257 4.9586 -1.9662 0.0 0.2 0.1 0.11
H 1.0446 0.9740 -1.0985 0.2 0.0 -0.2 0.06
H 1.7773 -0.6539 -0.8420 0.4 0.1 -0.1 0.07
H 2.8297 1.9144 1.0525 0.0 0.0 -0.1 -0.01
H 3.6202 -0.0166 0.9402 -0.2 0.1 -0.1 -0.06
H 4.0484 0.2756 -1.0507 -0.1 0.1 -0.1 -0.03
H 4.7947 1.5732 0.3896 0.0 0.1 0.0 -0.06
H 4.2184 2.3961 -1.9490 0.0 -0.3 0.0 0.05
H 2.4760 2.5343 -1.8930 0.0 -0.2 0.0 0.06
H 4.1791 4.5467 -1.4474 -0.2 0.2 -0.1 0.13
H 5.0662 3.7299 0.4484 -0.1 -0.3 0.0 0.08
O 6.2625 1.6079 -3.3752 0.3 0.0 -0.1 -0.05
H 5.6767 1.9951 -4.0328 -0.1 0.0 0.1 0.04
H 7.0776 1.4199 -3.8520 0.0 0.0 0.0 0.04
O -0.9940 -2.9120 1.1091 -0.1 -0.1 -0.1 -0.04
H -0.3551 -2.2057 1.2767 0.1 0.1 0.3 0.03
H -1.6940 -2.4818 0.6040 0.1 0.1 -0.1 0.05
O -2.6274 -5.4280 1.7327 -0.3 0.1 0.3 -0.05
H -2.4311 -6.0177 2.4689 0.2 -0.1 -0.1 0.06
H -2.1165 -4.6282 1.9272 0.2 0.1 -0.1 0.03
O -2.7959 -4.0192 -1.2188 0.0 0.1 0.1 -0.05
H -2.7264 -4.3007 -0.2991 0.0 -0.2 0.0 0.01
H -3.6982 -3.6848 -1.3135 0.0 -0.1 -0.2 0.04
O 3.0604 8.5276 1.2939 0.2 0.1 0.0 -0.04
H 3.9076 8.1742 1.5920 0.0 0.0 0.1 0.03
H 2.7598 7.8967 0.6309 -0.1 0.0 0.1 0.02
O 4.5164 6.9023 -2.7935 0.0 0.3 0.1 -0.04
H 4.1639 7.5783 -3.3822 0.0 -0.1 -0.1 0.05
H 3.7629 6.6269 -2.2579 0.0 -0.1 0.0 0.02
O -5.2624 -3.9720 -3.0480 0.2 0.1 0.1 -0.06
H -5.9050 -3.5450 -3.6260 -0.1 -0.1 0.0 0.04
H -4.4982 -4.1376 -3.6097 0.0 0.0 0.0 0.05
O -5.1304 -5.2946 3.9663 -0.1 0.1 0.2 -0.05
H -4.9998 -4.3880 4.2650 0.2 0.0 -0.1 0.05
H -4.5113 -5.4068 3.2356 0.0 0.1 -0.1 0.01
O 0.9222 -4.0185 -1.5229 0.0 -0.4 0.2 -0.04
H 0.6846 -3.6082 -0.6813 0.0 0.1 0.0 0.03
H 0.2240 -4.6712 -1.6496 -0.2 0.2 -0.1 0.02
O -7.9117 -4.9417 -3.8041 -0.3 0.0 0.0 -0.07
H -7.5629 -5.0332 -2.9116 0.2 0.0 -0.1 0.02
H -7.7706 -5.8158 -4.1906 0.1 0.0 0.1 0.01
O -0.6749 2.0187 4.0386 0.1 -0.1 0.0 -0.07
H -0.2936 1.6484 3.2284 -0.1 0.0 -0.2 0.00
H 0.0834 2.1789 4.6069 0.0 0.0 0.0 0.02
O 1.8185 -7.0625 -1.3581 0.1 0.1 0.0 -0.05
H 1.5587 -6.1340 -1.2792 0.1 0.1 0.0 0.00
H 1.2604 -7.4157 -2.0575 0.0 0.0 0.0 0.05
O 6.3244 9.2511 -1.6588 -0.2 0.2 0.0 -0.06
H 6.0803 9.7152 -0.8493 0.1 0.1 0.0 0.01
H 5.6691 8.5462 -1.7499 0.1 -0.2 -0.1 0.01
O 1.6028 10.4128 3.2651 0.1 0.1 0.0 -0.07
H 2.0436 9.9128 2.5644 0.0 -0.2 -0.1 -0.01
H 2.2982 10.5879 3.9045 0.0 0.0 0.0 0.02
O -7.4661 -4.9867 6.1018 -0.1 0.1 -0.2 -0.05
H -8.1127 -4.5312 5.5470 0.1 0.1 0.0 0.02
H -6.6776 -5.0443 5.5511 0.0 -0.2 0.0 0.01
O 1.7742 0.6113 -3.5779 -0.1 0.0 -0.2 -0.05
H 1.2945 -0.2223 -3.5333 0.1 0.0 0.1 0.04
H 1.9311 0.7488 -4.5169 0.0 0.0 0.0 0.03
O 4.5423 -5.5398 -1.4180 0.1 -0.1 0.0 -0.07
H 4.3747 -4.9394 -0.6859 0.0 0.0 -0.1 0.03
H 3.7933 -6.1490 -1.4188 -0.1 0.0 0.0 -0.01
O 7.2175 2.0224 -0.4703 0.4 0.1 -0.2 -0.07
H 7.6307 1.2170 -0.1472 -0.1 0.0 0.1 0.03
H 7.0267 1.8358 -1.3987 -0.3 0.1 0.0 -0.01
O 6.1684 11.8896 0.0504 -0.1 0.0 -0.1 -0.05
H 6.7981 12.6115 0.1322 0.0 0.0 0.0 0.04
H 5.4398 12.2563 -0.4616 0.0 0.0 0.0 0.04
O 5.2828 7.2988 3.6705 -0.1 0.0 -0.1 -0.05
H 5.0059 7.7391 4.4796 0.0 0.0 0.0 0.03
H 4.6191 6.6132 3.5307 0.1 -0.1 0.0 0.04
O -4.3507 -7.9583 0.5386 -0.1 0.1 0.1 -0.05
H -4.1675 -8.5554 1.2694 0.0 -0.1 0.0 0.04
H -3.8410 -7.1622 0.7385 0.1 0.0 -0.1 0.00
O -2.2414 -6.9713 -1.4382 0.1 0.0 -0.2 -0.06
H -3.1273 -7.3466 -1.4822 0.0 -0.1 0.1 0.02
H -2.3615 -6.0381 -1.6554 -0.1 0.1 0.0 -0.01
O -9.8370 -5.2991 4.1806 0.0 -0.2 0.0 -0.05
H -9.2654 -6.0739 4.2404 0.0 0.0 0.0 0.05
H -10.4715 -5.5140 3.4902 0.0 0.1 0.0 0.05
O -7.2609 -7.8183 -3.5307 0.2 0.0 -0.1 -0.05
H -6.9458 -7.9121 -2.6238 -0.2 0.0 0.1 0.04
H -7.1256 -8.6850 -3.9239 0.0 0.0 0.0 0.05
O -10.1773 -4.2139 7.0092 0.0 -0.1 0.0 -0.07
H -9.2917 -4.4932 7.2692 0.0 0.0 0.1 0.01
H -10.3831 -4.7804 6.2557 0.0 0.1 -0.1 0.00
O 6.3157 11.4101 -4.0025 0.0 0.1 0.1 -0.07
H 6.5084 10.8603 -3.2279 -0.1 -0.2 0.0 0.00
H 6.8263 12.2130 -3.8682 0.0 0.0 0.0 0.02
O -8.7565 -7.7293 -1.0629 -0.1 0.1 0.1 -0.06
H -9.0642 -7.0141 -1.6307 0.0 -0.1 -0.1 0.03
H -9.5379 -8.0163 -0.5822 0.0 0.0 0.0 0.04
```
Positions in Å, forces in eV/Å.

net charge = -1
HOMO-LUMO gap = 0.197 hartree
HOMO = -4.3 eV

Computed, not measured: a cluster of 30 separate species, C5H67Br2N3O31 in total, with ωB97M-V/def2-TZVPD.

```
108
Properties=species:S:1:pos:R:3:forces:R:3:lowdin_charge:R:1
C 0.3353 -1.2969 0.9143 -0.8 0.2 -0.9 -0.12
C -0.9064 -0.3966 0.7294 0.9 0.2 0.3 -0.69
Br -0.7931 0.8835 2.2020 -0.3 -0.3 0.0 0.88
C -0.8353 0.3175 -0.6163 -0.8 0.8 0.4 -0.70
Br -2.0051 1.8897 -0.7148 0.3 -0.4 0.0 0.83
N -1.2952 -0.5294 -1.7270 0.3 0.1 0.3 0.03
C -0.4423 -1.5718 -2.0669 0.0 -0.5 -0.3 -0.38
N -0.8952 -2.8291 -1.8030 0.8 0.4 0.4 0.21
N 0.7102 -1.4216 -2.6361 -1.0 0.1 -0.7 0.25
C 1.3762 -0.0939 -2.8819 1.6 1.2 1.1 -0.65
O 1.0384 0.6110 -3.8215 -0.8 -0.7 -0.2 0.05
O 2.2629 0.0913 -2.0285 -0.4 -0.3 -0.3 0.01
H 0.0849 -2.2734 0.5092 0.2 -0.4 0.2 0.06
H 0.6219 -1.3643 1.9497 0.2 -0.2 0.2 0.03
H 1.1357 -0.8847 0.3069 0.4 0.0 0.2 0.08
H -1.8274 -0.9440 0.8667 -0.3 0.1 0.0 0.07
H 0.1715 0.7044 -0.7297 0.1 0.1 -0.2 0.08
H -1.5595 0.0216 -2.5416 0.0 0.0 0.0 0.09
H -0.1127 -3.4587 -1.6715 -0.3 -0.5 -0.1 0.12
H -1.5357 -2.8384 -1.0222 -0.3 -0.1 -0.2 0.12
H 1.2651 -2.2318 -2.8899 0.3 0.0 0.1 0.15
O -3.0220 3.0353 4.0230 0.0 0.2 0.1 -0.07
H -3.6014 2.3120 4.2835 0.0 -0.1 0.0 0.01
H -2.2693 2.5844 3.6215 -0.1 -0.2 0.0 -0.06
O -0.3268 1.9370 4.9166 0.0 0.2 -0.3 -0.14
H -0.7169 2.7203 5.3192 -0.1 0.0 0.1 0.04
H 0.2175 1.5683 5.6209 0.1 0.1 0.0 0.00
O -1.6783 1.3595 7.4220 -0.1 0.1 0.1 -0.05
H -2.6034 1.5976 7.5300 0.0 0.1 -0.1 0.04
H -1.6692 0.3984 7.4885 0.1 0.0 0.2 0.04
O 2.2696 1.3150 2.4803 0.0 -0.2 0.1 -0.11
H 1.7688 1.5349 3.2749 -0.1 0.1 -0.1 -0.01
H 3.1803 1.5255 2.7091 0.0 0.1 -0.1 0.02
O 4.2667 1.3684 0.4130 0.1 0.1 0.1 -0.06
H 4.3503 0.5646 -0.1092 0.0 0.0 -0.1 0.02
H 3.3389 1.6150 0.3277 0.0 -0.1 0.0 0.02
O -5.7783 1.0779 4.5400 0.2 0.0 -0.1 -0.06
H -6.0219 1.9878 4.3379 -0.1 0.0 -0.1 0.05
H -6.5133 0.7548 5.0736 0.0 0.0 0.0 0.03
O -0.4424 4.5439 2.7847 -0.2 0.1 0.0 -0.05
H -1.3678 4.7969 2.8876 0.0 0.0 0.0 0.05
H -0.4558 3.5803 2.8116 0.3 0.0 -0.1 -0.02
O -1.9837 -3.4783 -5.0111 -0.4 0.2 0.2 -0.06
H -1.7544 -2.9884 -4.2157 0.1 -0.2 0.1 -0.01
H -2.1703 -2.7854 -5.6636 0.5 -0.2 -0.3 0.00
O -1.3117 -1.6098 -7.1389 -0.1 0.1 0.2 -0.05
H -1.3674 -0.6836 -6.8673 -0.2 0.1 -0.3 0.02
H -0.4291 -1.7036 -7.5073 0.0 -0.1 0.0 0.05
O 3.3406 -2.4243 -2.3951 -0.1 0.2 0.0 -0.07
H 3.2500 -1.5012 -2.0940 -0.1 0.0 0.0 0.03
H 4.2384 -2.4855 -2.7510 0.0 -0.2 -0.1 0.02
O -3.2437 -0.4974 -3.8865 0.4 0.3 0.0 -0.06
H -3.2127 -1.3643 -4.2981 -0.1 -0.1 -0.1 0.02
H -4.1643 -0.2338 -4.0056 -0.2 -0.3 0.1 0.01
O 5.4133 -3.9733 -3.4785 0.0 -0.2 0.0 -0.05
H 4.8522 -4.7384 -3.2748 0.1 0.1 0.1 0.03
H 6.2551 -4.3429 -3.7709 0.1 0.1 0.1 0.03
O 0.4754 7.1102 3.8215 0.1 0.0 0.0 -0.07
H 1.2175 7.5344 3.3828 0.0 0.1 0.0 0.03
H 0.3429 6.2815 3.3386 -0.1 -0.1 0.1 -0.02
O -5.1571 0.2932 -2.0295 0.0 -0.2 0.2 -0.06
H -5.6444 0.6423 -1.2760 0.0 0.2 -0.1 0.04
H -4.2330 0.4803 -1.8150 0.0 0.1 0.0 -0.03
O 3.1491 -5.1674 -2.2046 -0.1 -0.1 -0.6 -0.07
H 2.9334 -4.2572 -2.4549 0.1 0.1 0.2 -0.01
H 2.3859 -5.4904 -1.7167 0.2 -0.1 0.2 0.03
O 2.4194 -5.0023 0.4836 -0.2 0.1 0.2 -0.06
H 3.1863 -5.4651 0.8335 0.0 -0.1 0.0 0.05
H 2.7830 -4.1742 0.1491 0.1 0.0 0.0 0.03
O -2.3133 1.2187 -7.6094 0.0 0.1 0.3 -0.05
H -3.1884 1.3873 -7.9696 0.0 -0.1 0.0 0.04
H -2.3101 1.6745 -6.7565 0.2 0.1 0.0 0.02
O 1.4126 -2.4884 3.9440 0.0 -0.1 0.1 -0.05
H 0.9218 -2.2389 4.7326 0.0 0.0 0.0 0.04
H 2.3291 -2.2869 4.1563 0.0 0.1 -0.1 0.04
O 1.8160 1.9839 6.9426 -0.1 -0.2 0.3 -0.04
H 1.3357 2.2244 7.7418 0.0 0.1 0.0 0.04
H 2.7358 2.1870 7.1384 0.0 0.0 -0.2 0.05
O -3.3205 2.5673 -3.4229 -0.1 0.3 -0.3 -0.12
H -2.5249 2.8860 -3.8718 0.1 -0.1 0.1 0.00
H -3.4348 1.6846 -3.7855 0.0 -0.1 0.0 -0.02
O 6.3125 -1.6414 -1.5081 0.0 -0.2 -0.1 -0.05
H 7.1100 -1.2600 -1.8860 0.0 0.1 0.0 0.04
H 6.2178 -2.4865 -1.9710 0.0 -0.1 0.1 0.00
O 3.3249 3.7111 3.9863 0.2 0.1 0.1 -0.05
H 4.1355 3.8178 3.4779 0.0 0.0 0.0 0.04
H 2.8429 4.5325 3.8454 -0.1 -0.1 0.0 0.04
O -0.4834 -0.2640 9.4133 0.2 -0.2 0.1 -0.06
H -0.5862 0.6457 9.7091 -0.1 0.0 -0.1 0.04
H 0.3743 -0.2778 8.9760 0.0 0.0 0.0 0.03
O -0.7188 2.6294 -5.0245 -0.1 0.1 -0.1 -0.05
H -0.0022 2.0644 -4.6984 -0.1 -0.2 0.1 0.01
H -0.2797 3.4073 -5.3820 0.0 0.0 0.0 0.05
O -5.4607 -1.5012 -5.1895 -0.2 -0.1 -0.2 -0.04
H -5.4165 -2.3724 -5.5975 0.1 0.0 0.0 0.05
H -6.3754 -1.2263 -5.3061 0.0 0.0 0.1 0.05
O 8.4686 -4.1998 -3.3552 0.0 0.1 -0.1 -0.04
H 9.2520 -4.6322 -3.0032 0.0 -0.1 0.0 0.05
H 8.7812 -3.3425 -3.6605 0.0 0.0 0.0 0.05
O -6.6472 1.7777 7.0980 0.0 0.1 0.1 -0.06
H -6.7726 2.6685 7.4393 -0.1 0.0 0.1 0.05
H -5.7667 1.7865 6.7057 0.0 0.0 0.0 0.02
O 3.7147 1.0636 -5.0198 0.0 -0.1 0.0 -0.06
H 3.5559 1.9752 -5.2767 0.0 0.0 0.0 0.03
H 2.9544 0.8420 -4.4607 0.1 0.2 -0.1 -0.01
O -4.3248 0.0228 1.0058 0.0 -0.3 0.0 -0.08
H -4.5004 -0.6633 0.3505 0.0 0.1 -0.1 0.03
H -4.4597 -0.4137 1.8542 -0.1 0.1 0.1 0.04
```
Positions in Å, forces in eV/Å.

net charge = 0
HOMO-LUMO gap = 0.338 hartree
HOMO = -9.3 eV

Computed, not measured: the molecule C5H6Br2S, with ωB97M-V/def2-TZVPD.

```
14
Properties=species:S:1:pos:R:3:forces:R:3:lowdin_charge:R:1
C 1.3427 1.3075 0.1962 -0.2 0.4 -2.5 -0.25
C 0.3038 1.9554 0.7315 -0.5 0.9 0.6 -0.41
C -0.6909 -0.1822 -0.2461 1.1 -0.8 -2.0 -0.75
C 0.8765 -0.0155 -0.4938 -0.1 0.7 1.3 -1.20
C -1.1465 -1.5151 0.2930 -2.0 -0.9 0.4 -0.23
S -1.2651 1.1315 0.8033 0.6 0.9 0.2 0.93
Br 1.3329 -0.2400 -2.3942 -0.3 0.8 0.0 0.65
Br 1.8044 -1.4989 0.2657 0.9 -0.7 1.0 0.71
H 2.2947 1.8487 -0.1365 -1.3 -1.2 0.9 0.13
H 0.2765 3.0065 1.1220 0.4 -1.2 -0.3 0.09
H -1.0801 -0.0967 -1.2975 -0.1 0.2 1.1 0.09
H -0.9128 -1.7757 1.3642 -0.3 0.7 -1.1 0.09
H -0.8789 -2.3730 -0.2947 0.9 -0.2 -0.5 0.05
H -2.2573 -1.5526 0.0869 0.8 0.3 0.9 0.10
```
Positions in Å, forces in eV/Å.

net charge = 0
energy above the lowest of the compared OMol25 structures with the same formula, charge and spin = 0.0 kcal per mole
HOMO-LUMO gap = 0.337 hartree
HOMO = -8.7 eV

Computed, not measured: the molecule C5H6BrCl, with ωB97M-V/def2-TZVPD.

```
13
Properties=species:S:1:pos:R:3:forces:R:3:lowdin_charge:R:1
C -0.4800 -0.3433 0.9768 -0.1 0.3 0.2 -0.11
C -0.1428 -1.0677 -0.3124 0.1 -0.1 -0.4 -0.10
C 1.1976 1.7578 -0.9173 -0.9 -0.7 0.0 -0.59
C -0.2899 1.6608 -0.8662 -0.1 0.2 -0.3 -0.76
C -0.5758 0.3303 -0.3166 0.4 0.4 -0.1 -0.24
Cl 2.0230 2.2356 0.4906 0.1 0.2 0.2 0.65
Br -1.0910 1.8987 -2.6986 0.3 -0.1 0.5 0.61
H -1.4046 -0.5782 1.4859 -0.1 -0.1 0.0 0.10
H 0.3232 -0.0863 1.6595 0.1 0.0 -0.1 0.09
H 0.8908 -1.3262 -0.5017 0.1 0.1 0.0 0.10
H -0.8296 -1.8105 -0.6949 -0.2 -0.1 0.0 0.10
H 1.7422 1.0681 -1.5469 0.0 0.1 -0.1 0.06
H -0.7414 2.4494 -0.2615 0.2 -0.1 -0.1 0.09
```
Positions in Å, forces in eV/Å.

net charge = 0
energy above the lowest of the compared OMol25 structures with the same formula, charge and spin = 57.2 kcal per mole
HOMO-LUMO gap (alpha / beta) = 0.307 / 0.296 hartree
HOMO (alpha / beta) = -8.5 / -8.3 eV

Computed, not measured: the molecule C5H6BrClN2, with ωB97M-V/def2-TZVPD.

```
15
Properties=species:S:1:pos:R:3:forces:R:3:lowdin_charge:R:1
C -1.7677 1.3883 -1.4504 2.4 -1.1 1.4 -0.32
C -2.0672 0.3587 -2.3081 1.0 -1.1 2.7 -0.61
C 0.0849 -0.6200 -0.9420 -1.3 0.0 -1.1 -0.03
C 0.7303 0.7989 1.0192 1.8 -1.3 3.1 -0.08
C 0.8491 -1.9767 -0.9004 -0.5 3.1 1.2 -0.51
N -0.9162 1.4279 -0.4219 -1.5 1.9 -0.8 0.01
N 0.0108 0.4538 -0.1970 -0.5 -2.5 -0.8 -0.25
Cl 1.4605 -2.4412 0.7520 0.5 -0.2 0.3 0.48
Br -2.2071 0.3885 -4.0552 0.0 0.1 -1.9 0.78
H -2.3717 2.2645 -1.5116 -0.5 0.6 0.0 0.10
H 1.2846 1.7466 0.8386 -0.5 -0.7 0.2 0.09
H 0.0721 0.9272 2.0032 1.0 -0.3 -2.6 0.13
H 1.4940 -0.0792 1.2825 -1.7 2.2 -0.8 0.05
H 1.7341 -1.6257 -1.5276 -1.1 -1.7 0.3 0.10
H 0.1742 -2.8554 -1.0308 0.8 1.1 -1.3 0.07
```
Positions in Å, forces in eV/Å.

net charge = 0
energy above the lowest of the compared OMol25 structures with the same formula, charge and spin = 143.1 kcal per mole
HOMO-LUMO gap (alpha / beta) = 0.259 / 0.259 hartree
HOMO (alpha / beta) = -7.9 / -7.9 eV

Computed, not measured: the ion C5H6BrF2N2O with charge +1, with ωB97M-V/def2-TZVPD.

```
17
Properties=species:S:1:pos:R:3:forces:R:3:lowdin_charge:R:1
O -0.5845 2.2641 0.2869 -0.8 0.2 -1.5 -0.01
C -0.6134 0.9085 0.7081 -1.0 0.8 -1.1 -0.39
N 0.7400 0.3929 0.9103 1.1 1.2 -0.3 0.16
C 1.3581 -0.5067 0.1340 -1.5 -0.6 1.0 0.05
N 0.6056 -1.2415 -0.7314 2.5 2.5 1.8 0.16
C -0.6989 -0.9943 -0.9520 -3.2 2.5 1.3 -0.20
C -1.4494 -2.0171 -1.7798 -1.4 -1.2 0.9 -0.35
F -1.1286 -1.9094 -3.0713 0.1 -0.1 -0.1 0.12
F -1.0335 -3.2567 -1.3049 0.5 0.4 -0.4 0.05
C -1.3003 0.0477 -0.2887 -0.8 -2.8 -1.0 -0.48
Br -3.2111 0.1216 -0.4250 0.7 0.8 0.3 0.90
H -1.2858 2.4773 -0.4332 1.7 -0.8 1.8 0.15
H -1.1046 0.9313 1.6696 -0.2 -0.4 0.4 0.15
H 1.2113 1.0462 1.5982 0.1 -1.5 -1.3 0.21
H 2.4022 -0.7925 0.3828 -0.9 0.3 -0.5 0.19
H 0.8859 -2.1187 -1.0253 1.5 -2.0 -0.8 0.15
H -2.5717 -2.0778 -1.6128 1.5 0.7 -0.5 0.13
```
Positions in Å, forces in eV/Å.

net charge = +1
structure (SMILES) = O[C@@H]1[NH+]=CNC(C(F)F)=C1Br
energy above the lowest of the compared OMol25 structures with the same formula, charge and spin = 17.7 kcal per mole
HOMO-LUMO gap = 0.320 hartree
HOMO = -13.7 eV

Number 1: maximum force 1.5 eV Å⁻¹. Number 2: maximum force 2.3 eV Å⁻¹. Number 3: maximum force 2.5 eV Å⁻¹. Number 4: maximum force 1.1 eV Å⁻¹. Number 5: maximum force 3.8 eV Å⁻¹. Number 6: maximum force 4.3 eV Å⁻¹.